(1)
15
Properties=species:S:1:pos:R:3:mulliken_charge:R:1 method="wB97M-V/def2-TZVPD" de_lowest_kj_mol=420.06 multiplicity=1 largest_force_ha_per_bohr=0.0723 homo_lumo_gap_ha=0.3089 total_charge=0
C -0.801 -1.834 0.424 -1.08
C -0.084 -0.971 -0.517 -0.21
C 0.850 0.077 -0.131 -0.15
C -0.103 1.901 -0.333 -1.43
O 1.206 0.152 1.174 -0.50
H -1.009 -1.232 1.304 0.30
H -0.186 -2.665 0.747 0.27
H -1.707 -2.253 -0.016 0.34
H -0.010 -1.341 -1.533 0.42
H -0.592 0.129 -0.477 0.21
H 1.585 0.264 -0.898 0.30
H -0.600 2.078 -1.306 0.38
H -0.844 2.044 0.473 0.34
H 0.716 2.612 -0.212 0.42
H 1.579 1.039 1.301 0.39

---

(2)
92
Properties=species:S:1:pos:R:3:mulliken_charge:R:1 method="wB97M-V/def2-TZVPD" de_lowest_kj_mol=34.40 multiplicity=2 s2=0.753 largest_force_ha_per_bohr=0.0265 homo_lumo_gap_ha="0.2578 / 0.3075" total_charge=0
Ti 0.734 -0.076 -0.768 0.26
O -1.323 5.074 -1.209 -0.57
C -0.738 5.023 -0.032 0.35
O -0.959 5.818 0.845 -0.63
C 0.218 3.896 0.183 0.14
C 0.985 3.702 1.308 0.18
Cl 1.190 4.653 2.690 -0.16
N 1.656 2.541 1.177 0.55
N 1.378 1.966 -0.004 0.29
C 0.523 2.777 -0.607 0.63
C 0.064 2.358 -1.968 0.50
O -0.579 3.150 -2.636 -0.81
O 0.400 1.171 -2.288 0.05
C 2.716 2.059 2.011 -1.11
C 4.026 2.303 1.638 0.10
C 5.058 1.880 2.463 -0.85
C 4.773 1.228 3.654 -0.47
C 3.455 0.990 4.017 -0.92
C 2.418 1.406 3.193 0.37
H -1.018 4.347 -1.812 0.45
H 4.225 2.835 0.713 0.51
H 6.087 2.074 2.182 0.42
H 5.580 0.908 4.304 0.42
H 3.230 0.482 4.948 0.43
H 1.383 1.240 3.466 0.38
I 0.883 0.483 -8.073 0.10
C 2.077 0.434 -6.393 -0.94
C 3.419 0.166 -6.344 -0.18
N 3.759 0.246 -5.038 -0.21
N 2.720 0.534 -4.240 -0.03
C 1.687 0.659 -5.055 -0.05
H 4.129 -0.074 -7.119 0.45
H 4.659 0.073 -4.631 0.16
H 0.710 0.891 -4.658 0.59
F 2.570 -2.000 -2.275 -0.36
C 1.211 -1.952 -1.903 0.13
F 1.099 -3.039 -1.034 -0.33
C 0.413 -2.321 -3.173 0.91
F -0.562 -1.416 -3.379 -0.28
F 1.169 -2.331 -4.281 -0.27
F -0.200 -3.520 -3.090 -0.28
C -1.394 -2.653 2.528 -1.97
C -1.889 -1.199 2.494 2.72
C -3.073 -1.053 3.456 -1.91
C -0.706 -0.353 2.996 -2.48
P -2.233 -0.745 0.692 -0.96
N -0.860 -0.568 -0.042 0.82
C -3.191 0.881 0.608 2.49
C -4.680 0.804 0.967 -2.03
C -3.039 1.468 -0.811 -1.89
C -2.509 1.869 1.567 -1.92
C -3.215 -2.120 -0.141 2.41
C -3.710 -1.574 -1.491 -1.84
C -2.267 -3.291 -0.468 -1.97
C -4.420 -2.640 0.652 -1.95
H -1.003 -2.865 3.529 0.63
H -0.590 -2.811 1.806 0.20
H -2.193 -3.367 2.335 0.37
H -2.767 -1.421 4.442 0.51
H -3.938 -1.638 3.143 0.28
H -3.385 -0.015 3.580 0.34
H -0.349 -0.784 3.940 0.65
H -0.975 0.684 3.189 0.42
H 0.109 -0.385 2.277 0.15
H -5.249 0.227 0.240 0.34
H -5.086 1.821 0.961 0.53
H -4.855 0.384 1.958 0.30
H -3.809 1.113 -1.491 0.35
H -2.074 1.228 -1.246 0.29
H -3.129 2.558 -0.761 0.51
H -2.712 1.642 2.613 0.23
H -2.893 2.875 1.372 0.75
H -1.431 1.887 1.411 0.08
H -2.892 -1.140 -2.069 0.19
H -4.502 -0.838 -1.376 0.25
H -4.123 -2.407 -2.067 0.69
H -1.273 -2.938 -0.733 0.29
H -2.662 -3.841 -1.328 0.56
H -2.183 -3.998 0.354 0.28
H -5.118 -1.852 0.933 0.29
H -4.123 -3.175 1.556 0.29
H -4.964 -3.352 0.022 0.53
C 4.644 -0.674 -0.465 -0.93
S 3.640 -1.163 0.942 0.74
C 3.766 -2.933 0.705 -0.95
O 2.221 -0.806 0.592 -0.59
H 4.402 -1.278 -1.335 0.25
H 5.694 -0.761 -0.180 0.54
H 4.399 0.369 -0.658 0.21
H 3.403 -3.189 -0.289 0.14
H 3.146 -3.403 1.468 0.37
H 4.813 -3.216 0.844 0.45

---

(3)
114
Properties=species:S:1:pos:R:3:mulliken_charge:R:1 method="wB97M-V/def2-TZVPD" multiplicity=1 largest_force_ha_per_bohr=0.0524 homo_lumo_gap_ha=0.2968 total_charge=0
C -1.524 -1.072 0.012 -1.10
N -0.475 -0.026 0.123 1.31
C 0.240 0.074 -1.247 -0.57
C -1.066 1.360 0.351 0.15
C 0.524 -0.528 1.185 -0.31
C 1.843 0.292 1.063 -0.02
O 1.578 1.588 1.233 -1.35
H -1.148 -1.948 -0.443 -0.05
H -2.308 -0.729 -0.664 0.36
H -1.917 -1.272 1.007 0.42
H -0.614 0.122 -1.951 0.37
H 0.897 -0.755 -1.534 0.00
H 0.840 0.989 -1.253 -0.19
H -0.198 2.027 0.407 -0.16
H -1.599 1.451 1.314 -0.21
H -1.738 1.514 -0.489 0.31
H 0.646 -1.614 1.066 0.09
H -0.040 -0.396 2.103 0.20
H 2.297 0.028 0.096 0.16
H 2.427 -0.176 1.914 -0.12
H 0.767 1.917 2.608 -0.15
C -0.924 4.156 2.990 -0.85
C 0.378 3.691 3.590 0.04
O 0.305 2.249 3.500 0.42
H -0.961 5.243 2.774 0.45
H -1.713 3.998 3.736 0.23
H -1.066 3.585 2.052 -0.04
H 0.464 3.983 4.617 0.42
H 1.230 4.007 2.949 -0.15
C 6.626 -1.427 -0.336 0.32
Br 7.452 -2.093 1.272 -0.10
Br 5.331 -2.736 -0.719 -0.01
Br 7.869 -1.108 -1.644 0.02
H 6.127 -0.516 -0.063 -0.36
C 4.153 -4.157 -5.580 -0.31
Br 3.464 -2.800 -4.494 0.20
Br 3.629 -5.832 -4.899 -0.07
Br 6.040 -3.997 -5.697 -0.04
H 3.705 -4.108 -6.542 0.28
C -5.206 -4.877 4.051 -0.35
Br -5.109 -6.133 2.691 -0.04
Br -6.973 -4.382 4.447 -0.02
Br -4.127 -3.346 3.827 0.08
H -4.856 -5.386 4.949 0.29
C -2.986 2.899 -4.752 0.33
Br -2.301 3.299 -6.478 -0.04
Br -1.515 2.489 -3.615 0.31
Br -4.244 1.474 -4.867 -0.05
H -3.503 3.776 -4.386 -0.41
C 1.801 -0.304 -6.909 -0.45
Br 0.545 -0.718 -5.566 0.10
Br 1.864 -1.667 -8.176 -0.05
Br 3.473 0.397 -6.336 0.00
H 1.352 0.555 -7.409 0.36
C 4.066 -4.871 2.676 -0.35
Br 2.541 -5.941 2.304 -0.10
Br 4.936 -5.379 4.273 -0.03
Br 3.581 -3.056 2.706 0.20
H 4.716 -4.995 1.837 0.41
C -6.052 -4.240 -0.389 -0.25
Br -7.260 -2.983 0.445 -0.06
Br -4.314 -3.439 -0.375 0.24
Br -6.758 -4.514 -2.144 -0.05
H -6.061 -5.182 0.144 0.21
C 0.863 -4.755 5.383 0.03
Br -0.019 -3.383 4.316 0.26
Br -0.425 -5.925 6.228 -0.06
Br 2.102 -3.986 6.605 -0.04
H 1.425 -5.302 4.692 -0.13
C 0.349 -4.827 -0.930 -0.52
Br -0.702 -4.163 -2.325 0.00
Br -0.749 -5.062 0.550 -0.03
Br 1.733 -3.573 -0.669 0.14
H 0.789 -5.757 -1.219 0.48
C 3.979 3.113 2.220 2.09
Br 3.893 3.777 3.963 -0.06
Br 5.538 2.006 1.845 -0.12
Br 3.887 4.655 1.122 -0.13
H 3.072 2.533 2.013 -1.59
C -3.989 -2.482 -5.484 -0.25
Br -5.289 -3.571 -6.243 -0.02
Br -2.305 -3.315 -5.608 -0.07
Br -4.331 -2.036 -3.656 0.07
H -3.919 -1.545 -6.053 0.24
C 5.073 2.736 -2.051 0.20
Br 6.866 2.934 -1.588 -0.03
Br 4.523 0.932 -1.862 0.21
Br 5.007 3.426 -3.826 -0.07
H 4.470 3.325 -1.415 -0.30
C -3.938 6.704 -2.847 -0.42
Br -2.193 6.999 -3.520 0.03
Br -4.145 5.663 -1.299 0.07
Br -5.108 6.064 -4.230 -0.04
H -4.339 7.684 -2.572 0.33
C 1.440 5.447 -2.752 -0.15
Br 1.228 5.125 -4.616 -0.04
Br 2.787 6.754 -2.268 -0.07
Br 1.630 3.844 -1.759 0.16
H 0.530 5.885 -2.424 0.16
C -5.271 1.890 0.312 -0.05
Br -6.375 3.196 1.158 -0.04
Br -5.909 1.662 -1.452 0.00
Br -5.485 0.328 1.289 0.05
H -4.273 2.287 0.346 0.06
C -2.246 1.562 4.532 1.46
Br -4.005 2.196 4.185 -0.08
Br -2.228 -0.294 4.518 0.03
Br -1.680 2.292 6.196 -0.01
H -1.791 2.055 3.697 -1.60
C 1.990 0.986 5.993 1.78
Br 0.919 -0.376 6.703 -0.10
Br 3.375 0.102 4.993 -0.08
Br 2.662 2.202 7.237 -0.03
H 1.433 1.530 5.215 -1.60

---

Which value of multiplicity does entry 3 give?
1